Entry 1:
The following is a quantum chemistry calculation of a 2-piece molecular cluster, C5H10O2 overall at a distorted geometry, from the Open Molecules 2025 dataset.

Each line ends with the Löwdin charge.
CARTESIAN COORDINATES (ANGSTROEM)
1 C 1.988 0.835 -0.177  -0.040
2 C 0.732 0.353 0.476  -0.343
3 O 0.855 -0.039 1.734  0.092
4 C -0.552 0.608 -0.124  -0.336
5 C -1.014 -0.814 -0.554  -0.030
6 C -2.207 -0.551 0.349  -0.183
7 O -1.591 0.665 0.856  -0.097
8 H 2.852 0.173 -0.080  0.085
9 H 1.816 1.067 -1.229  0.074
10 H 2.229 1.780 0.336  0.097
11 H 1.357 -1.168 -1.813  0.066
12 H -0.054 -0.110 2.085  0.128
13 H -0.598 1.430 -0.852  0.153
14 H 0.676 -1.159 -2.121  0.062
15 H -0.411 -1.713 -0.566  0.046
16 H -2.545 -1.200 1.170  0.113
17 H -3.094 -0.272 -0.245  0.113

Results
- energy (eV) = -9436.3835
- spin multiplicity = 1
- charge = 0
- ΔE to the lowest compared entry with this formula, charge and spin (kcal/mol) = 153.6
- gap between HOMO and LUMO (spin up / spin down) (eV) = 6.7 / 8.6

Entry 2:
The following is a quantum chemistry calculation of C5H10O2 in the gas phase, from the Open Molecules 2025 dataset.

Each line ends with the Löwdin charge.
CARTESIAN COORDINATES (ANGSTROEM)
1 C -2.493 -0.570 -0.508  -0.102
2 C -1.359 0.431 -0.674  -0.185
3 C 0.004 -0.190 -0.457  -0.387
4 O 0.131 -1.395 -0.314  0.076
5 C 1.215 0.721 -0.382  -0.107
6 C 2.103 0.319 0.805  -0.271
7 O 2.716 -0.928 0.606  -0.063
8 H -3.464 -0.090 -0.659  0.073
9 H -2.392 -1.396 -1.217  0.078
10 H -2.473 -1.002 0.497  0.080
11 H -1.359 0.885 -1.677  0.128
12 H -1.461 1.274 0.022  0.120
13 H 0.912 1.772 -0.311  0.117
14 H 1.798 0.600 -1.304  0.134
15 H 1.497 0.331 1.726  0.123
16 H 2.903 1.054 0.932  0.118
17 H 1.999 -1.540 0.375  0.067

Results
- structure (SMILES) = CCC(=O)CCO
- energy (eV) = -9442.0327
- spin multiplicity = 1
- charge = 0
- ΔE to the lowest compared entry with this formula, charge and spin (kcal/mol) = 23.3
- gap between HOMO and LUMO (eV) = 10.7

Entry 3:
The following is a quantum chemistry calculation of a 2-piece molecular cluster, C5H10O2 overall at a distorted geometry, from the Open Molecules 2025 dataset.

Each line ends with the Löwdin charge.
CARTESIAN COORDINATES (ANGSTROEM)
1 C 1.182 0.883 2.382  0.031
2 C 0.672 -0.191 1.797  -0.117
3 C -0.087 -0.121 0.515  -0.383
4 O -1.054 -1.096 0.408  0.029
5 C 0.204 0.693 -0.492  -0.109
6 C -0.848 1.113 -1.523  -0.073
7 H 1.218 1.827 1.839  0.068
8 H 1.540 0.879 3.399  0.055
9 H 0.656 -1.200 2.174  0.101
10 H -1.407 -1.283 1.288  0.106
11 H 1.147 1.216 -0.410  0.100
12 H -1.110 0.232 -2.114  0.058
13 H -0.476 1.908 -2.159  0.067
14 H -1.752 1.390 -0.983  0.076
15 O -0.128 -2.164 -2.415  -0.064
16 H 0.537 -1.509 -2.147  0.028
17 H -0.295 -2.578 -1.559  0.027

Results
- structure (SMILES) = C=C/C(O)=C/C.O
- energy (eV) = -9440.5301
- spin multiplicity = 1
- charge = 0
- ΔE to the lowest compared entry with this formula, charge and spin (kcal/mol) = 57.9
- gap between HOMO and LUMO (eV) = 9.2

Entry 4:
The following is a quantum chemistry calculation of C5H10O2 in the gas phase at a distorted geometry, from the Open Molecules 2025 dataset.

Each line ends with the Löwdin charge.
CARTESIAN COORDINATES (ANGSTROEM)
1 C -0.177 -2.264 -2.214  -0.102
2 C 0.672 -1.320 -1.469  -0.129
3 C 0.185 -0.142 -1.166  -0.216
4 O 0.916 0.677 -0.361  -0.046
5 O 0.456 0.085 0.984  -0.110
6 C 0.377 1.047 2.013  -0.277
7 C -0.714 2.057 1.768  -0.083
8 H 0.370 -2.496 -3.117  0.072
9 H -0.310 -3.167 -1.629  0.076
10 H -1.184 -1.900 -2.467  0.085
11 H 1.696 -1.534 -1.167  0.127
12 H -0.858 0.070 -1.395  0.125
13 H 1.371 1.478 2.195  0.121
14 H 0.119 0.465 2.911  0.128
15 H -1.700 1.588 1.647  0.084
16 H -0.751 2.751 2.607  0.074
17 H -0.469 2.603 0.861  0.070

Results
- structure (SMILES) = C/C=C/OOCC
- energy (eV) = -9438.0766
- spin multiplicity = 1
- charge = 0
- ΔE to the lowest compared entry with this formula, charge and spin (kcal/mol) = 114.5
- gap between HOMO and LUMO (eV) = 10.4

Entry 5:
The following is a quantum chemistry calculation of C5H10O2 in the gas phase, from the Open Molecules 2025 dataset.

Each line ends with the Löwdin charge.
CARTESIAN COORDINATES (ANGSTROEM)
1 C 1.684 0.632 -0.593  -0.047
2 C 1.305 -0.628 0.196  -0.461
3 C 0.588 -0.486 1.534  -0.088
4 O -0.519 0.450 1.117  -0.057
5 C -1.388 -0.150 0.441  -0.169
6 C -2.193 0.617 -0.543  -0.005
7 O 0.419 -1.371 -0.662  -0.089
8 H 1.846 0.390 -1.648  0.078
9 H 2.603 1.077 -0.197  0.080
10 H 0.897 1.389 -0.525  0.065
11 H 2.213 -1.219 0.383  0.132
12 H 1.168 0.122 2.237  0.059
13 H 0.149 -2.092 -0.066  0.087
14 H -1.590 -1.197 0.662  0.132
15 H -1.536 1.276 -1.115  0.091
16 H -2.731 -0.045 -1.223  0.091
17 H -2.914 1.237 0.001  0.101

Results
- energy (eV) = -9438.0860
- spin multiplicity = 1
- charge = 0
- ΔE to the lowest compared entry with this formula, charge and spin (kcal/mol) = 114.3
- gap between HOMO and LUMO (spin up / spin down) (eV) = 7.3 / 7.3

Entry 6:
The following is a quantum chemistry calculation of C5H10O2 in the gas phase, from the Open Molecules 2025 dataset.

Each line ends with the Löwdin charge.
CARTESIAN COORDINATES (ANGSTROEM)
1 O -0.838 -1.540 -1.420  -0.068
2 C -0.329 -0.292 -1.861  -0.269
3 C -0.420 0.680 -0.697  -0.164
4 C 0.552 0.375 0.432  -0.260
5 C 0.321 1.105 1.765  -0.161
6 O 0.237 -0.125 2.492  -0.112
7 C 0.325 -0.891 1.278  -0.150
8 H -0.622 -2.213 -2.075  0.091
9 H -0.910 0.091 -2.715  0.114
10 H 0.719 -0.387 -2.189  0.120
11 H -1.449 0.652 -0.314  0.127
12 H -0.241 1.699 -1.066  0.123
13 H 1.586 0.462 0.076  0.142
14 H -0.622 1.671 1.804  0.119
15 H 1.135 1.745 2.128  0.116
16 H 1.157 -1.606 1.309  0.119
17 H -0.602 -1.428 1.053  0.112

Results
- structure (SMILES) = OCCC1COC1
- energy (eV) = -9440.7044
- spin multiplicity = 1
- charge = 0
- ΔE to the lowest compared entry with this formula, charge and spin (kcal/mol) = 53.9
- gap between HOMO and LUMO (eV) = 10.2

Entry 7:
The following is a quantum chemistry calculation of C5H10O2 as an isolated structure at a distorted geometry, from the Open Molecules 2025 dataset.

Each line ends with the Löwdin charge.
CARTESIAN COORDINATES (ANGSTROEM)
1 C 1.553 1.374 0.015  -0.091
2 O 0.360 0.744 -0.399  -0.274
3 C 0.323 -0.704 -0.643  -0.260
4 C 0.458 -1.620 0.596  -0.110
5 O -0.943 -1.968 0.543  -0.094
6 C -1.101 -1.100 -0.570  -0.109
7 C -1.649 0.992 0.171  0.081
8 H 1.995 0.871 0.885  0.085
9 H 2.270 1.398 -0.808  0.083
10 H 1.322 2.415 0.286  0.093
11 H 0.947 -0.867 -1.524  0.149
12 H 0.729 -1.096 1.519  0.121
13 H 1.085 -2.510 0.464  0.124
14 H -1.767 -1.474 -1.370  0.127
15 H -2.243 1.208 -0.697  0.016
16 H -2.102 0.401 0.931  0.009
17 H -1.237 1.936 0.600  0.046

Results
- energy (eV) = -9436.1106
- spin multiplicity = 1
- charge = 0
- ΔE to the lowest compared entry with this formula, charge and spin (kcal/mol) = 159.9
- gap between HOMO and LUMO (eV) = 8.1

Entry 8:
The following is a quantum chemistry calculation of C5H10O2 in the gas phase, from the Open Molecules 2025 dataset.

Each line ends with the Löwdin charge.
CARTESIAN COORDINATES (ANGSTROEM)
1 O -1.027 2.320 1.374  -0.068
2 C -0.752 1.668 0.136  -0.227
3 C 0.027 0.325 0.155  -0.248
4 C -0.200 -1.090 0.780  -0.110
5 C 0.902 -1.879 -0.014  -0.192
6 O 1.304 -1.080 -1.126  -0.147
7 C 0.227 -0.181 -1.293  -0.204
8 H -0.939 3.266 1.177  0.087
9 H -1.659 1.614 -0.487  0.122
10 H -0.026 2.296 -0.405  0.118
11 H 1.022 0.596 0.532  0.146
12 H -0.036 -1.202 1.863  0.111
13 H -1.189 -1.507 0.540  0.108
14 H 0.498 -2.816 -0.415  0.115
15 H 1.807 -2.079 0.574  0.120
16 H -0.673 -0.742 -1.658  0.138
17 H 0.483 0.558 -2.060  0.131

Results
- structure (SMILES) = OC[C@H]1CCOC1
- energy (eV) = -9440.6925
- spin multiplicity = 1
- charge = 0
- ΔE to the lowest compared entry with this formula, charge and spin (kcal/mol) = 54.2
- gap between HOMO and LUMO (eV) = 10.4

Entry 9:
The following is a quantum chemistry calculation of C5H10O2 in the gas phase, from the Open Molecules 2025 dataset.

Each line ends with the Löwdin charge.
CARTESIAN COORDINATES (ANGSTROEM)
1 O -1.278 -1.323 1.693  -0.060
2 C -0.893 0.018 1.448  -0.250
3 C 0.258 -0.028 0.458  -0.287
4 C -0.112 -0.770 -0.829  -0.131
5 C 0.860 -0.172 -1.831  -0.205
6 O 0.973 1.196 -1.469  -0.131
7 C 0.709 1.345 -0.079  -0.161
8 H -2.043 -1.323 2.280  0.090
9 H -1.723 0.598 1.009  0.125
10 H -0.594 0.520 2.383  0.125
11 H 1.104 -0.533 0.940  0.150
12 H -0.042 -1.856 -0.739  0.121
13 H -1.138 -0.513 -1.117  0.127
14 H 0.505 -0.225 -2.865  0.121
15 H 1.842 -0.668 -1.776  0.121
16 H -0.077 2.105 0.041  0.123
17 H 1.607 1.716 0.433  0.122

Results
- structure (SMILES) = OC[C@H]1CCOC1
- energy (eV) = -9441.5208
- spin multiplicity = 1
- charge = 0
- ΔE to the lowest compared entry with this formula, charge and spin (kcal/mol) = 35.1
- gap between HOMO and LUMO (eV) = 10.4

Entry 10:
The following is a quantum chemistry calculation of a 2-piece molecular cluster, C5H10O2 overall, from the Open Molecules 2025 dataset.

Each line ends with the Löwdin charge.
CARTESIAN COORDINATES (ANGSTROEM)
1 C 1.883 -0.077 -0.800  0.001
2 C 0.613 -0.350 -1.089  -0.159
3 C -0.588 0.502 -0.788  -0.251
4 C -1.882 -0.250 -0.430  -0.157
5 O -2.047 0.503 0.775  -0.102
6 C -0.773 1.135 0.608  -0.146
7 H 2.676 -0.775 -1.057  0.063
8 H 2.191 0.851 -0.319  0.072
9 H 0.393 -1.288 -1.603  0.109
10 H -0.749 1.232 -1.589  0.145
11 H -1.729 -1.321 -0.229  0.120
12 H -2.730 -0.130 -1.113  0.119
13 H -0.853 2.227 0.645  0.121
14 H -0.056 0.792 1.364  0.095
15 O 1.210 -1.218 2.223  -0.062
16 H 1.547 -0.332 2.046  0.016
17 H 0.894 -1.501 1.355  0.017

Results
- structure (SMILES) = C=CC1COC1.O
- energy (eV) = -9440.0645
- spin multiplicity = 1
- charge = 0
- ΔE to the lowest compared entry with this formula, charge and spin (kcal/mol) = 68.7
- gap between HOMO and LUMO (eV) = 10.7

Entry 11:
The following is a quantum chemistry calculation of C5H10O2 in the gas phase, from the Open Molecules 2025 dataset.

Each line ends with the Löwdin charge.
CARTESIAN COORDINATES (ANGSTROEM)
1 C -2.337 -0.648 -0.300  -0.104
2 C -1.226 0.394 -0.488  -0.208
3 C 0.023 0.005 0.317  -0.409
4 O 0.294 -1.331 -0.032  -0.047
5 C 1.280 0.874 0.063  -0.094
6 C 2.605 0.207 0.400  -0.211
7 O 2.752 -0.915 0.841  0.042
8 H -3.189 -0.450 -0.959  0.070
9 H -1.949 -1.644 -0.529  0.069
10 H -2.706 -0.664 0.733  0.076
11 H -0.960 0.445 -1.552  0.114
12 H -1.587 1.389 -0.194  0.113
13 H -0.235 0.092 1.389  0.149
14 H 1.115 -1.570 0.428  0.061
15 H 1.262 1.806 0.649  0.127
16 H 1.343 1.192 -0.989  0.127
17 H 3.516 0.818 0.224  0.125

Results
- structure (SMILES) = CC[C@@H](O)CC=O
- energy (eV) = -9441.7122
- spin multiplicity = 1
- charge = 0
- ΔE to the lowest compared entry with this formula, charge and spin (kcal/mol) = 30.7
- gap between HOMO and LUMO (eV) = 11.0

Entry 12:
The following is a quantum chemistry calculation of C5H10O2 in the gas phase, from the Open Molecules 2025 dataset.

Each line ends with the Löwdin charge.
CARTESIAN COORDINATES (ANGSTROEM)
1 C -1.413 -1.442 -1.131  -0.075
2 C -1.460 -0.637 0.162  -0.258
3 O -0.186 -0.450 0.755  -0.130
4 C 0.484 0.736 0.402  -0.386
5 C 1.524 1.018 1.482  -0.022
6 C 1.196 0.609 -0.937  -0.220
7 O 1.487 1.558 -1.624  0.066
8 H -2.433 -1.669 -1.459  0.078
9 H -0.910 -0.908 -1.944  0.068
10 H -0.885 -2.387 -0.977  0.080
11 H -1.936 0.341 -0.009  0.120
12 H -2.061 -1.169 0.909  0.120
13 H -0.216 1.583 0.327  0.153
14 H 2.048 1.955 1.274  0.090
15 H 1.028 1.086 2.454  0.088
16 H 2.259 0.208 1.534  0.090
17 H 1.473 -0.431 -1.218  0.139

Results
- structure (SMILES) = CCO[C@@H](C)C=O
- energy (eV) = -9441.3534
- spin multiplicity = 1
- charge = 0
- ΔE to the lowest compared entry with this formula, charge and spin (kcal/mol) = 39.0
- gap between HOMO and LUMO (eV) = 10.6